1.
{
  "formula": "C24H66AsF6O9",
  "method": "ωB97M-V/def2-TZVPD",
  "species": ["As", "F", "F", "F", "F", "F", "F", "O", "H", "H", "C", "C", "C", "O", "H", "H", "H", "H", "H", "H", "H", "H", "C", "C", "C", "O", "H", "H", "H", "H", "H", "H", "H", "H", "C", "C", "C", "O", "H", "H", "H", "H", "H", "H", "H", "H", "C", "C", "C", "O", "H", "H", "H", "H", "H", "H", "H", "H", "C", "C", "C", "O", "H", "H", "H", "H", "H", "H", "H", "H", "C", "C", "C", "O", "H", "H", "H", "H", "H", "H", "H", "H", "C", "C", "C", "O", "H", "H", "H", "H", "H", "H", "H", "H", "C", "C", "C", "O", "H", "H", "H", "H", "H", "H", "H", "H"],
  "coordinates": [[6.52537, -7.86539, 12.00057], [6.35888, -7.94460, 10.26229], [5.88586, -6.25702, 11.92813], [6.70053, -7.79762, 13.72539], [7.19992, -9.44104, 11.94046], [8.10111, -7.17735, 11.81883], [4.93572, -8.43719, 12.21071], [10.18762, -5.25790, 12.26272], [9.48499, -5.90143, 12.10752], [10.70340, -5.26414, 11.45238], [2.43494, -6.09560, 8.12441], [3.74548, -5.91514, 8.86209], [4.27665, -4.49316, 8.73153], [3.51466, -6.23030, 10.23890], [2.13566, -7.14480, 8.16975], [2.60135, -5.86642, 7.06814], [1.64055, -5.47198, 8.52916], [4.48213, -6.61741, 8.45360], [3.50296, -3.78891, 9.04017], [4.57693, -4.29836, 7.69932], [5.14230, -4.35400, 9.38047], [4.37826, -6.34582, 10.64941], [8.10760, -4.48512, 17.02132], [7.42151, -5.20905, 15.89647], [6.84917, -4.25434, 14.85338], [8.35488, -6.09778, 15.31230], [7.37727, -3.87599, 17.55829], [8.88420, -3.81912, 16.63492], [8.59102, -5.18656, 17.70051], [6.55754, -5.76548, 16.29958], [6.00614, -3.68753, 15.25474], [6.43822, -4.84833, 14.03238], [7.63708, -3.60793, 14.46620], [7.87320, -6.66154, 14.69833], [3.23713, -8.86302, 15.32875], [3.50043, -7.49065, 15.92628], [3.39214, -6.39479, 14.90103], [2.55081, -7.20090, 16.94876], [3.09704, -9.56253, 16.15692], [4.08293, -9.20572, 14.73360], [2.34160, -8.84067, 14.70698], [4.52487, -7.48482, 16.32554], [2.35121, -6.29892, 14.56449], [3.96556, -6.58640, 13.99274], [3.64525, -5.39040, 15.24620], [2.71978, -7.76716, 17.70696], [6.73034, -11.56439, 9.37171], [5.25926, -11.61850, 9.75205], [4.45839, -10.52633, 9.05842], [4.69161, -12.90592, 9.49221], [7.31215, -12.26458, 9.97763], [7.12665, -10.58120, 9.63777], [6.88568, -11.75268, 8.30892], [5.18428, -11.45820, 10.82750], [4.49683, -10.69166, 7.97371], [4.93869, -9.56211, 9.22457], [3.42904, -10.50806, 9.41106], [4.49164, -12.93952, 8.55156], [9.83495, -10.54753, 15.91416], [8.67764, -10.23178, 14.99160], [8.20311, -11.47335, 14.24884], [7.62327, -9.69028, 15.78744], [9.58873, -11.34861, 16.61567], [10.09756, -9.65361, 16.48089], [10.70122, -10.88273, 15.34013], [9.03775, -9.49657, 14.26227], [8.15062, -12.33970, 14.91047], [8.88335, -11.69762, 13.42306], [7.21796, -11.31262, 13.80613], [6.96549, -9.32742, 15.18538], [9.54352, -9.30930, 6.60567], [9.01033, -8.81186, 7.94393], [9.68300, -7.54128, 8.41321], [7.61411, -8.59259, 7.75169], [9.23257, -10.34601, 6.46519], [10.63687, -9.34873, 6.62787], [9.16974, -8.68742, 5.79624], [9.13794, -9.62618, 8.67314], [10.76904, -7.65852, 8.42540], [9.29362, -7.14661, 9.34786], [9.49156, -6.78958, 7.63396], [7.26874, -8.16181, 8.54337], [3.43797, -11.96574, 13.25462], [2.55833, -12.29999, 14.43261], [1.09716, -12.01633, 14.19371], [2.64047, -13.71692, 14.71913], [4.45163, -12.34451, 13.41875], [3.56428, -10.88891, 13.11212], [3.03650, -12.38567, 12.33239], [2.88953, -11.77525, 15.33383], [0.71067, -12.62534, 13.37335], [0.92336, -10.97165, 13.93071], [0.51651, -12.25454, 15.08604], [3.48450, -13.89957, 15.14051], [11.23729, -11.44707, 11.53238], [11.56465, -10.10396, 10.91778], [10.56492, -9.05479, 11.34639], [12.86524, -9.66293, 11.33317], [11.79330, -12.27190, 11.07339], [10.17911, -11.69908, 11.42997], [11.46720, -11.43815, 12.60028], [11.55517, -10.18613, 9.82164], [10.58245, -8.98884, 12.44050], [9.54490, -9.32635, 11.07906], [10.76796, -8.05215, 10.97949], [13.49271, -10.33268, 11.04596]],
  "forces_ev_per_angstrom": [[0.1, 0.5, -0.7], [0.0, 0.1, -0.2], [-0.1, 0.3, 0.2], [0.0, 0.0, 0.3], [0.1, -0.4, 0.3], [0.4, 0.0, 0.0], [-0.5, -0.6, 0.0], [0.1, 0.1, -0.1], [-0.1, 0.0, 0.1], [0.0, 0.0, 0.0], [0.4, -0.5, -0.4], [-0.1, 0.1, 0.5], [0.0, -0.2, 0.0], [-0.1, 0.0, -0.5], [-0.1, 0.1, 0.1], [-0.2, 0.1, 0.0], [0.0, 0.1, 0.1], [0.0, 0.0, 0.0], [0.0, 0.1, -0.1], [0.0, 0.1, 0.0], [0.0, 0.0, 0.0], [0.0, 0.0, 0.2], [0.2, 0.3, 0.1], [-0.5, 0.0, -0.3], [-0.1, -0.4, -0.1], [0.1, 0.1, 0.2], [0.1, 0.0, 0.1], [0.0, 0.0, -0.1], [-0.1, 0.0, 0.1], [0.2, -0.1, 0.1], [0.2, 0.2, 0.1], [0.1, 0.1, -0.1], [-0.1, 0.1, 0.0], [0.1, -0.1, -0.1], [0.1, 0.1, 0.3], [0.5, 0.0, -0.3], [-0.7, 0.6, -0.8], [-0.1, 0.2, 0.2], [-0.1, -0.1, -0.1], [0.0, 0.1, -0.1], [0.0, -0.1, 0.0], [-0.1, 0.0, 0.2], [0.0, -0.2, 0.1], [0.2, -0.2, 0.2], [0.3, -0.2, 0.4], [0.0, -0.1, -0.1], [0.2, 0.2, 0.6], [0.0, 0.3, -0.1], [0.5, -0.1, -0.2], [0.0, 0.0, 0.1], [-0.1, -0.2, -0.2], [-0.1, 0.0, -0.3], [0.0, 0.0, 0.0], [-0.1, -0.2, 0.1], [-0.2, 0.0, 0.0], [-0.2, 0.0, 0.1], [0.0, 0.0, -0.1], [0.0, 0.0, 0.0], [0.1, 0.0, 0.2], [-0.1, -0.3, 0.0], [0.0, 0.0, -0.3], [0.2, -0.1, 0.0], [-0.2, 0.1, 0.0], [0.1, 0.0, 0.0], [0.0, 0.1, 0.0], [-0.3, 0.1, 0.0], [0.0, 0.0, 0.1], [0.0, -0.1, 0.1], [0.0, 0.1, 0.0], [0.0, 0.1, 0.0], [0.3, -0.4, 0.6], [-0.4, -0.3, 0.0], [0.2, 0.4, -1.0], [0.1, 0.1, -0.1], [-0.3, 0.1, -0.2], [0.0, 0.3, -0.1], [0.1, 0.0, -0.1], [0.1, 0.2, 0.1], [0.0, -0.1, 0.4], [0.0, -0.2, 0.2], [0.0, 0.0, 0.2], [-0.1, -0.1, 0.1], [0.5, 0.4, -0.1], [0.1, -0.6, 0.3], [-0.3, 0.1, 0.0], [-0.2, 0.1, 0.0], [-0.1, -0.2, -0.1], [-0.2, 0.0, 0.0], [0.1, -0.1, 0.0], [0.0, 0.2, -0.1], [0.1, -0.1, 0.0], [0.1, 0.0, 0.1], [0.0, 0.0, 0.0], [0.1, 0.1, -0.1], [-0.1, -0.5, 0.1], [-0.1, 0.3, -0.2], [-0.1, 0.0, 0.7], [-0.1, -0.1, -0.1], [0.1, 0.1, 0.0], [0.0, 0.1, -0.1], [0.0, 0.1, 0.0], [0.0, 0.0, 0.0], [0.0, 0.0, 0.0], [0.0, -0.1, -0.2], [0.2, -0.1, -0.2], [0.1, 0.0, 0.0]],
  "charge": -1,
  "orbital_gap_ev": 9.758,
  "relative_energy_ev": 0.096,
  "fmax_ev_per_a": 1.2
}

2.
{
  "formula": "C24H66AsF6O9",
  "method": "ωB97M-V/def2-TZVPD",
  "species": ["As", "F", "F", "F", "F", "F", "F", "O", "H", "H", "C", "C", "C", "O", "H", "H", "H", "H", "H", "H", "H", "H", "C", "C", "C", "O", "H", "H", "H", "H", "H", "H", "H", "H", "C", "C", "C", "O", "H", "H", "H", "H", "H", "H", "H", "H", "C", "C", "C", "O", "H", "H", "H", "H", "H", "H", "H", "H", "C", "C", "C", "O", "H", "H", "H", "H", "H", "H", "H", "H", "C", "C", "C", "O", "H", "H", "H", "H", "H", "H", "H", "H", "C", "C", "C", "O", "H", "H", "H", "H", "H", "H", "H", "H", "C", "C", "C", "O", "H", "H", "H", "H", "H", "H", "H", "H"],
  "coordinates": [[4.47242, 11.00347, 16.48888], [4.22848, 9.31255, 16.34925], [2.80378, 11.12680, 16.93663], [4.74405, 12.69970, 16.64678], [6.14979, 10.80862, 16.07631], [4.02866, 11.18882, 14.83532], [4.85013, 10.80096, 18.16129], [7.27803, 11.71490, 13.57142], [6.89786, 11.49966, 14.43454], [6.51912, 11.95317, 13.03133], [1.50418, 9.12504, 20.82788], [1.74547, 10.52035, 20.26334], [0.72497, 11.54060, 20.69806], [3.03141, 10.95992, 20.76681], [0.76820, 8.57638, 20.22583], [1.19761, 9.14914, 21.87048], [2.41960, 8.54044, 20.71322], [1.86025, 10.49496, 19.17629], [0.41333, 11.38025, 21.73004], [-0.13929, 11.48775, 20.03155], [1.15176, 12.53862, 20.61750], [3.70395, 10.69339, 20.12937], [9.13647, 11.38000, 20.03096], [8.05852, 11.81447, 19.06487], [8.01771, 13.31497, 18.88856], [8.38081, 11.17657, 17.81844], [9.07755, 10.30257, 20.18659], [9.07161, 11.86540, 21.00768], [10.11450, 11.63818, 19.61751], [7.07607, 11.46421, 19.40150], [7.78320, 13.81755, 19.83281], [7.32753, 13.65504, 18.11502], [9.00154, 13.68852, 18.57601], [7.64177, 11.35682, 17.22254], [0.37360, 15.83798, 17.43666], [1.24671, 15.20946, 18.50670], [1.84317, 13.87946, 18.09662], [2.22184, 16.18912, 18.87977], [1.04041, 16.25912, 16.67850], [-0.17504, 16.66756, 17.87934], [-0.28365, 15.10307, 16.98072], [0.60878, 15.01158, 19.38474], [2.40894, 13.38519, 18.88899], [2.44902, 13.91558, 17.18895], [1.02166, 13.18825, 17.87017], [2.52119, 15.98142, 19.76890], [1.72990, 9.14293, 11.56862], [2.84154, 9.74072, 12.41382], [4.11470, 8.93182, 12.40432], [3.06129, 11.06759, 11.93959], [0.75563, 9.53036, 11.86581], [1.72601, 8.05160, 11.64562], [1.85674, 9.34484, 10.50030], [2.45603, 9.80919, 13.43830], [3.95896, 7.96358, 12.87787], [4.86926, 9.45959, 12.99614], [4.50794, 8.85550, 11.38910], [3.73937, 11.46745, 12.49598], [2.11192, 6.57003, 17.75619], [2.58375, 5.50057, 18.71977], [1.43754, 4.82870, 19.41726], [3.27178, 4.47446, 18.01370], [1.86905, 7.49938, 18.29219], [1.22207, 6.27511, 17.19655], [2.87816, 6.85632, 17.03359], [3.24851, 5.95505, 19.46390], [0.88351, 5.53715, 20.03705], [1.80081, 3.98498, 19.99926], [0.73512, 4.45462, 18.66732], [4.21695, 4.66215, 17.98168], [6.20660, 7.21973, 17.40378], [6.77949, 5.94047, 18.01593], [6.52735, 5.92414, 19.51095], [6.08448, 4.79548, 17.49164], [6.21345, 7.16938, 16.31273], [6.83914, 8.06967, 17.67378], [5.19050, 7.39827, 17.74896], [7.85258, 5.89367, 17.80859], [6.99364, 6.78974, 19.98205], [6.90554, 5.01931, 19.99183], [5.45260, 5.96084, 19.70503], [6.37467, 4.63402, 16.58915], [3.22833, 16.06743, 13.03612], [3.14873, 15.07776, 14.17323], [2.23797, 13.89489, 13.86010], [4.47752, 14.62672, 14.44377], [3.73934, 16.98026, 13.36316], [2.23646, 16.39084, 12.71589], [3.80814, 15.66532, 12.20560], [2.74485, 15.58797, 15.06217], [2.52638, 13.40002, 12.93407], [1.19674, 14.22674, 13.82633], [2.29556, 13.16033, 14.66773], [4.40552, 13.91472, 15.09463], [-0.01359, 11.38737, 15.05614], [-0.66739, 10.11451, 15.57201], [0.18489, 8.89969, 15.23279], [-0.82402, 10.20257, 17.00173], [-0.53594, 12.28005, 15.40393], [0.06174, 11.35106, 13.96366], [1.01760, 11.48933, 15.40175], [-1.65110, 9.99689, 15.11928], [-0.22061, 7.99208, 15.68356], [1.22010, 9.01799, 15.56841], [0.23407, 8.74835, 14.14968], [0.06636, 10.31516, 17.35699]],
  "forces_ev_per_angstrom": [[-0.5, -0.6, 0.6], [0.2, -0.6, -0.2], [-0.4, 0.5, 0.0], [-0.2, 0.3, -0.1], [0.2, 0.0, -0.2], [0.2, 0.3, -0.5], [0.3, 0.0, 0.5], [0.0, -0.1, 0.0], [0.1, 0.0, -0.1], [0.0, 0.1, 0.0], [-0.2, -0.4, -1.0], [1.3, -0.1, 0.5], [-0.2, 0.1, -0.4], [-0.1, 0.2, 0.0], [-0.2, 0.2, 0.3], [0.0, 0.0, 0.1], [0.1, 0.1, 0.2], [-0.4, -0.1, -0.1], [0.0, 0.0, 0.0], [-0.2, 0.0, 0.2], [0.0, 0.0, 0.0], [0.0, 0.1, 0.0], [0.1, 0.0, 0.2], [0.1, -0.1, -0.4], [0.5, 0.7, 0.0], [-0.2, 0.2, 0.3], [0.1, 0.0, 0.0], [-0.2, 0.0, -0.1], [0.0, -0.1, -0.1], [0.0, 0.0, 0.0], [-0.2, -0.1, -0.1], [-0.2, -0.2, 0.1], [0.0, -0.2, 0.1], [0.1, -0.2, -0.1], [0.7, 0.2, 0.1], [-0.4, -0.2, 0.5], [-0.3, -0.5, -0.3], [-0.1, 0.0, -0.1], [-0.1, -0.1, -0.1], [-0.2, 0.0, -0.1], [-0.2, 0.0, 0.0], [0.1, 0.0, -0.1], [0.2, 0.3, 0.0], [0.1, 0.3, 0.1], [0.0, 0.1, 0.0], [0.1, -0.1, -0.1], [0.0, -0.3, -0.4], [-0.6, 0.1, 0.1], [0.3, 0.4, 0.2], [0.1, 0.0, -0.2], [0.0, 0.0, 0.0], [-0.1, 0.1, 0.3], [0.2, 0.2, 0.1], [0.2, -0.1, 0.0], [0.0, -0.1, -0.2], [0.0, -0.1, 0.0], [-0.1, -0.3, 0.0], [-0.1, 0.0, 0.1], [-0.1, 0.9, 0.0], [0.3, -0.1, -0.5], [-0.5, 0.0, 0.0], [-0.1, -0.2, 0.1], [-0.1, -0.2, 0.0], [0.0, -0.2, 0.0], [0.1, -0.2, 0.1], [0.0, 0.0, 0.0], [0.1, -0.1, 0.1], [-0.1, 0.0, 0.2], [0.1, -0.1, 0.0], [0.2, 0.1, -0.2], [0.6, -0.1, 0.0], [-0.7, 0.6, 0.1], [0.1, -0.1, 0.2], [0.4, -0.2, 0.1], [-0.1, 0.0, 0.0], [-0.2, 0.1, 0.1], [0.0, 0.0, 0.0], [0.0, -0.3, -0.1], [0.0, 0.0, 0.0], [0.1, 0.0, -0.1], [0.0, 0.1, 0.0], [-0.1, 0.1, 0.0], [0.2, 0.7, 0.2], [-0.1, -0.4, 0.1], [0.0, 0.2, 0.4], [-0.3, 0.1, -0.1], [0.1, -0.2, 0.0], [0.0, -0.2, -0.1], [-0.2, -0.2, -0.1], [0.1, 0.0, 0.0], [-0.1, 0.0, -0.1], [0.0, 0.0, -0.2], [0.1, 0.0, -0.1], [0.2, 0.1, 0.0], [0.2, 0.0, -0.3], [1.0, 0.1, 0.4], [0.0, -0.2, -0.3], [-0.3, 0.0, -0.3], [-0.2, 0.0, -0.3], [-0.2, 0.2, 0.0], [0.0, -0.3, 0.2], [-0.2, 0.0, 0.3], [0.0, 0.1, 0.0], [-0.1, 0.1, 0.2], [-0.1, 0.0, 0.0], [0.0, 0.0, 0.0]],
  "charge": -1,
  "orbital_gap_ev": 10.144,
  "relative_energy_ev": 0.000,
  "fmax_ev_per_a": 1.4
}